Below is a molecular structure, C26H43FeN2OPS, with properties calculated with wB97M-V/def2-TZVPD.

Each line ends with the Mulliken charge.
Positions of all 75 atoms, in Å:
1 Fe 1.999 1.233 -0.232  0.614
2 S 4.413 1.267 -0.404  -0.392
3 C 4.479 -0.453 -0.223  0.471
4 C 5.687 -1.157 -0.220  -0.850
5 C 5.644 -2.534 -0.159  -0.147
6 C 4.406 -3.162 -0.059  -1.028
7 C 3.265 -2.384 -0.018  -0.050
8 N 3.287 -1.058 -0.110  -0.045
9 H 6.614 -0.613 -0.283  0.460
10 H 6.557 -3.109 -0.194  0.400
11 H 4.334 -4.234 -0.008  0.432
12 H 2.286 -2.838 0.075  0.246
13 N 2.283 5.494 0.857  -0.374
14 C 1.610 4.358 0.684  0.277
15 O 2.179 3.313 0.368  -0.659
16 C 0.117 4.393 0.906  -0.466
17 C -0.597 3.434 0.024  -1.155
18 H 3.285 5.504 0.741  0.265
19 H 1.827 6.351 1.121  0.211
20 H -0.252 5.417 0.756  0.479
21 H -0.068 4.147 1.957  0.285
22 H -0.309 3.396 -1.012  0.561
23 H -1.625 3.223 0.253  0.453
24 C -5.081 -0.276 -0.063  -0.760
25 C -4.480 0.047 -1.436  -0.904
26 C -3.073 0.646 -1.305  -0.830
27 C -2.352 -0.002 -0.120  0.643
28 C -3.018 0.486 1.176  -0.666
29 C -4.534 0.681 0.991  -0.875
30 P -0.500 0.359 -0.130  0.186
31 C 0.221 -0.493 1.399  1.948
32 C -0.417 -1.814 1.864  -0.695
33 C -0.439 -1.916 3.391  -1.000
34 C 0.901 -1.470 3.966  -0.692
35 C 1.109 0.034 3.732  -0.860
36 C 0.304 0.548 2.528  -0.851
37 C 0.246 -0.698 -1.522  0.879
38 C 0.436 0.234 -2.734  -0.468
39 C 0.874 -0.563 -3.960  -1.097
40 C -0.200 -1.575 -4.394  -0.856
41 C -1.143 -1.945 -3.244  -0.515
42 C -0.384 -2.039 -1.927  -0.899
43 H -4.850 -1.302 0.226  0.306
44 H -6.167 -0.200 -0.106  0.467
45 H -5.120 0.752 -1.970  0.506
46 H -4.437 -0.868 -2.030  0.237
47 H -3.124 1.725 -1.152  0.331
48 H -2.534 0.485 -2.236  0.073
49 H -2.474 -1.086 -0.210  0.729
50 H -2.581 1.437 1.490  0.143
51 H -2.838 -0.231 1.976  0.075
52 H -4.746 1.703 0.673  0.340
53 H -5.040 0.523 1.946  0.481
54 H 1.267 -0.692 1.113  -0.252
55 H 0.159 -2.647 1.454  0.292
56 H -1.437 -1.920 1.495  0.104
57 H -0.656 -2.944 3.683  0.544
58 H -1.236 -1.291 3.794  0.284
59 H 1.701 -2.035 3.479  0.290
60 H 0.947 -1.690 5.034  0.448
61 H 2.172 0.230 3.580  0.267
62 H 0.804 0.596 4.617  0.473
63 H 0.791 1.458 2.137  -0.456
64 H -0.701 0.822 2.848  0.491
65 H 1.253 -0.921 -1.149  -0.329
66 H 1.211 0.996 -2.487  0.221
67 H -0.486 0.773 -2.959  0.419
68 H 1.801 -1.086 -3.718  0.312
69 H 1.098 0.120 -4.781  0.494
70 H 0.292 -2.478 -4.760  0.314
71 H -0.787 -1.170 -5.219  0.357
72 H -1.618 -2.905 -3.455  0.542
73 H -1.931 -1.199 -3.154  -0.087
74 H 0.415 -2.774 -2.055  0.481
75 H -1.037 -2.410 -1.138  0.427

The spin multiplicity is 6. The HOMO-LUMO gap (alpha / beta) is 8.10 / 7.24 eV. Its HOMO energy (alpha / beta) is -10.4679 / -10.5034 eV. As for the charge: +1.

Below is a single C4H4N4 molecule, with properties calculated with wB97M-V/def2-TZVPD.

Each line ends with the Mulliken charge.
Positions of all 12 atoms, in Å:
1 H -1.069 2.395 0.737  0.286
2 N -1.398 1.434 0.584  -0.571
3 C -0.469 0.576 0.776  0.531
4 C 1.065 0.963 0.889  0.241
5 N 2.045 1.366 1.368  -0.443
6 C -0.454 -0.889 0.435  -0.626
7 N 0.521 -0.932 -0.698  -0.279
8 C 0.080 -0.522 -1.920  0.328
9 N -0.300 -0.383 -3.004  -0.429
10 H -1.450 -1.233 0.143  0.317
11 H -0.039 -1.465 1.267  0.343
12 H 1.468 -1.311 -0.577  0.303

As for the SMILES: [H]/N=C(\C#N)CNC#N. The spin multiplicity is 1. The HOMO-LUMO gap is 10.20 eV. Its HOMO energy is -10.3519 eV. As for the charge: 0. The calculation puts the energy above the lowest of the compared OMol25 structures with the same formula, charge and spin at 200.99 kJ/mol.

Below is a molecular structure, C19H26Cr2F3N5O19P2, with properties calculated with wB97M-V/def2-TZVPD.

Each line ends with the Mulliken charge.
Positions of all 76 atoms, in Å:
1 Cr 1.698 0.247 1.073  -1.460
2 Cr -0.174 3.513 1.307  -0.192
3 O 1.541 4.076 2.142  -0.654
4 H 1.769 5.019 2.255  0.060
5 O -1.504 4.896 1.544  -0.937
6 H -2.101 5.669 1.555  0.115
7 P 3.853 0.664 2.177  0.328
8 O 4.354 1.964 2.890  -0.534
9 O 3.632 0.618 0.651  0.039
10 O 2.629 1.560 2.152  -0.391
11 O 2.762 -0.362 2.561  -0.492
12 P -0.476 0.916 0.099  0.436
13 O 0.527 1.798 0.852  1.734
14 O -1.134 2.333 0.159  -0.035
15 O -0.259 0.008 1.302  0.078
16 O 0.862 0.506 -0.669  -0.477
17 C -1.468 -4.581 2.452  -0.497
18 C -0.352 -3.620 2.078  1.412
19 O 0.181 -4.281 0.942  0.013
20 C -0.139 -5.555 1.018  0.430
21 O 0.324 -6.450 0.302  -0.642
22 O -1.048 -5.805 1.955  -0.378
23 F 0.575 -3.518 3.021  -0.356
24 H -2.320 -4.150 1.927  0.212
25 H -1.642 -4.704 3.521  0.362
26 H -0.714 -2.645 1.749  -0.564
27 C 2.983 1.148 -2.437  0.103
28 C 4.491 0.912 -2.244  0.613
29 O 5.056 2.000 -2.971  -0.378
30 C 4.129 2.528 -3.828  0.558
31 O 4.255 3.493 -4.521  -0.572
32 O 2.939 1.852 -3.610  -0.358
33 F 4.788 -0.307 -2.874  -0.381
34 H 2.619 1.830 -1.668  0.020
35 H 2.437 0.208 -2.354  0.039
36 H 4.893 0.812 -1.236  0.181
37 C -3.271 -3.258 -1.435  -0.305
38 C -2.127 -2.374 -1.406  0.342
39 O -1.027 -3.105 -1.922  -0.261
40 C -1.441 -4.371 -2.146  0.510
41 O -0.741 -5.293 -2.562  -0.550
42 O -2.815 -4.493 -1.840  -0.361
43 F -1.847 -2.039 -0.160  -0.235
44 H -4.108 -2.897 -2.033  0.316
45 H -3.588 -3.348 -0.396  0.229
46 H -2.258 -1.505 -2.051  0.222
47 C 2.752 -3.797 -1.222  -1.105
48 C 2.292 -2.672 -0.334  0.710
49 N 1.987 -1.741 0.303  -0.147
50 H 2.406 -3.591 -2.234  0.257
51 H 2.309 -4.705 -0.814  0.248
52 H 3.823 -3.946 -1.081  0.355
53 C -3.779 3.125 -1.524  -0.297
54 C -2.697 3.817 -2.296  0.337
55 N -1.879 4.384 -2.919  -0.487
56 H -3.292 2.971 -0.561  -0.179
57 H -4.021 2.163 -1.975  0.199
58 H -4.717 3.648 -1.337  0.384
59 C -3.765 0.261 1.532  -0.247
60 C -3.575 -0.959 2.349  0.315
61 N -3.365 -1.935 2.941  -0.575
62 H -3.369 1.081 2.131  0.185
63 H -4.785 0.400 1.173  0.490
64 H -3.129 0.230 0.648  -0.142
65 C 1.259 4.538 -3.296  -1.052
66 C 0.907 4.603 -1.850  0.509
67 N 0.631 4.548 -0.717  -0.186
68 H 0.746 5.373 -3.774  0.429
69 H 0.787 3.711 -3.826  0.272
70 H 2.334 4.639 -3.446  0.292
71 C -1.161 0.221 4.378  -0.633
72 C -1.059 1.544 3.747  0.366
73 N -0.935 2.560 3.267  -0.222
74 H -0.539 -0.388 3.722  -0.002
75 H -2.163 -0.201 4.306  0.184
76 H -0.749 0.206 5.387  0.399

The spin multiplicity is 7. The HOMO-LUMO gap (alpha / beta) is 4.50 / 5.26 eV. Its HOMO energy (alpha / beta) is -0.8537 / -1.6727 eV. As for the charge: -2.

Below is 2 unconnected molecules or ions with the total composition C8H14ClN2O, with properties calculated with wB97M-V/def2-TZVPD.

Each line ends with the Mulliken charge.
Positions of all 26 atoms, in Å:
1 C -0.979 -0.206 -0.558  -0.415
2 C -0.676 -1.408 -2.333  0.763
3 C -2.323 -0.008 0.002  -0.456
4 C -2.056 0.635 1.381  -0.641
5 C -0.523 0.710 1.485  -0.548
6 C 1.850 -1.322 0.668  -1.274
7 C 2.193 1.168 0.438  -1.594
8 C 1.387 -0.039 -0.023  0.305
9 N -0.525 -0.728 -3.339  -0.151
10 N -0.038 0.146 0.225  0.460
11 O -0.518 0.584 -3.411  -0.247
12 Cl -0.725 -2.997 -1.983  -0.033
13 H -2.942 0.610 -0.651  0.235
14 H -2.825 -0.976 0.074  0.245
15 H -2.502 1.625 1.440  0.308
16 H -2.477 0.031 2.181  0.310
17 H -0.166 1.736 1.582  0.371
18 H -0.129 0.127 2.318  0.352
19 H 1.697 -1.270 1.741  0.337
20 H 1.317 -2.185 0.278  0.315
21 H 2.911 -1.462 0.489  0.422
22 H 2.191 1.260 1.521  0.395
23 H 1.817 2.089 -0.003  0.405
24 H 3.224 1.045 0.119  0.439
25 H 1.502 -0.164 -1.106  0.306
26 H -0.685 1.000 -2.532  0.391

The spin multiplicity is 1. The HOMO-LUMO gap is 10.22 eV. Its HOMO energy is -14.2302 eV. As for the charge: +1. The calculation puts the energy above the lowest of the compared OMol25 structures with the same formula, charge and spin at 393.14 kJ/mol.

Below is a molecular structure, C23H49IrN2OP3S, with properties calculated with wB97M-V/def2-TZVPD.

Each line ends with the Mulliken charge.
Positions of all 80 atoms, in Å:
1 Ir 2.275 -0.560 -0.670  0.798
2 P 1.250 -2.603 -0.600  1.039
3 P 1.282 0.099 1.502  0.713
4 P 4.397 -0.879 0.210  0.845
5 H 2.857 0.919 -3.694  0.383
6 C 3.538 0.277 -3.133  -1.961
7 C 2.937 -0.919 -2.612  -0.708
8 H 1.876 -1.018 -2.933  0.994
9 C -0.434 -2.535 -1.277  -1.270
10 C 1.017 -3.445 1.006  -1.411
11 C 2.177 -3.779 -1.639  -1.309
12 C 1.487 1.847 2.033  -1.196
13 C -0.544 -0.081 1.688  -1.049
14 C 1.882 -0.686 3.056  -1.347
15 C 5.684 -1.005 -1.086  -1.093
16 C 4.529 -2.410 1.177  -1.124
17 C 4.955 0.470 1.272  -1.241
18 H 4.545 0.245 -3.577  0.480
19 H 3.513 -1.832 -2.806  0.458
20 H -0.465 -2.943 -2.293  0.522
21 H -0.810 -1.508 -1.305  0.154
22 H -1.106 -3.127 -0.648  0.438
23 H 0.353 -2.885 1.672  0.305
24 H 1.973 -3.605 1.512  0.349
25 H 0.558 -4.425 0.817  0.546
26 H 2.631 -3.290 -2.502  0.298
27 H 1.487 -4.530 -2.036  0.530
28 H 2.983 -4.256 -1.070  0.375
29 H 1.310 1.939 3.113  0.613
30 H 0.776 2.490 1.502  0.211
31 H 2.493 2.215 1.808  0.230
32 H -0.858 0.348 2.660  0.539
33 H -0.853 -1.136 1.659  0.265
34 H -1.093 0.447 0.897  0.121
35 H 1.368 -0.184 3.891  0.585
36 H 2.961 -0.548 3.187  0.314
37 H 1.654 -1.756 3.095  0.359
38 H 6.636 -0.657 -0.657  0.504
39 H 5.405 -0.415 -1.970  0.108
40 H 5.799 -2.062 -1.375  0.415
41 H 5.500 -2.433 1.697  0.550
42 H 4.471 -3.285 0.515  0.355
43 H 3.728 -2.466 1.928  0.194
44 H 6.051 0.459 1.299  0.576
45 H 4.587 0.373 2.296  0.373
46 H 4.635 1.438 0.875  0.183
47 C 0.243 3.178 -0.805  0.190
48 C 1.398 3.970 -0.603  -0.223
49 C 2.656 3.364 -0.715  -1.366
50 C 2.782 2.082 -1.201  0.059
51 C 1.595 1.273 -1.531  -1.065
52 C 0.347 1.804 -0.989  -0.745
53 S -1.356 3.903 -0.978  0.320
54 H -1.575 3.998 0.319  0.355
55 H 1.260 5.028 -0.352  0.463
56 H 3.578 3.900 -0.480  0.532
57 H 3.758 1.688 -1.499  0.685
58 H 1.508 1.046 -2.614  0.932
59 H -0.555 1.178 -0.963  0.823
60 C -4.795 2.654 -1.224  -0.753
61 N -5.612 1.675 -0.555  0.280
62 C -6.996 2.032 -0.371  -0.498
63 C -7.825 0.813 -0.080  -0.740
64 C -7.204 0.053 1.081  -0.427
65 N -5.823 -0.220 0.802  0.240
66 C -5.153 -1.241 1.547  -0.767
67 C -4.994 0.611 0.081  0.541
68 O -3.777 0.391 0.031  -0.739
69 H -3.771 2.281 -1.304  -0.032
70 H -4.783 3.610 -0.674  0.421
71 H -5.192 2.838 -2.237  0.368
72 H -7.110 2.755 0.450  0.341
73 H -7.329 2.527 -1.289  0.363
74 H -7.854 0.172 -0.968  0.344
75 H -8.855 1.112 0.166  0.370
76 H -7.724 -0.904 1.257  0.403
77 H -7.307 0.665 1.995  0.301
78 H -4.463 -0.820 2.286  0.339
79 H -5.891 -1.853 2.071  0.364
80 H -4.576 -1.868 0.864  0.305

The spin multiplicity is 6. The HOMO-LUMO gap (alpha / beta) is 5.05 / 3.92 eV. Its HOMO energy (alpha / beta) is -17.3240 / -19.8476 eV. As for the charge: +4. The calculation puts the energy above the lowest of the compared OMol25 structures with the same formula, charge and spin at 101.04 kJ/mol.

Below is 5 unconnected molecules or ions with the total composition C24H24O14, with properties calculated with wB97M-V/def2-TZVPD.

Each line ends with the Mulliken charge.
Positions of all 62 atoms, in Å:
1 O -1.631 -4.420 -1.370  -0.693
2 C -0.901 -3.482 -0.966  1.145
3 C -1.024 -2.760 0.226  -0.674
4 C -0.068 -1.594 0.545  0.469
5 O -0.276 -0.813 1.526  -0.201
6 C 1.067 -1.237 -0.428  0.624
7 O 1.732 -0.261 -0.204  -0.463
8 C 1.288 -2.162 -1.542  -0.630
9 C 0.267 -3.238 -1.845  0.081
10 O 0.508 -4.023 -2.988  -0.527
11 H -2.149 -2.614 0.598  0.021
12 H -0.994 -1.078 2.048  0.383
13 H 2.311 -2.064 -2.062  0.230
14 H -0.069 -4.701 -2.623  0.359
15 O 0.757 5.834 -1.257  -0.703
16 C 0.948 5.263 -0.094  0.660
17 C 0.844 5.994 1.148  -0.692
18 C 0.954 5.282 2.546  0.817
19 O 0.969 6.074 3.706  -0.479
20 C 1.193 3.799 2.585  0.373
21 O 1.240 3.408 3.643  -0.412
22 C 1.401 3.140 1.253  -1.023
23 C 1.094 3.788 0.009  0.179
24 O 1.270 3.207 -1.309  -0.477
25 H 0.708 7.036 1.075  0.298
26 H 0.875 7.080 3.441  0.361
27 H 1.618 2.127 1.306  0.686
28 H 1.246 4.044 -1.862  0.400
29 O 3.338 0.075 -4.024  -0.549
30 C 4.246 0.847 -4.014  0.833
31 C 4.945 1.279 -5.266  -0.630
32 C 6.117 2.135 -5.258  0.795
33 O 6.805 2.239 -6.468  -0.443
34 C 6.651 2.758 -4.069  0.399
35 O 7.593 3.534 -4.146  -0.541
36 C 5.895 2.549 -2.838  -0.936
37 C 4.754 1.508 -2.811  0.214
38 O 4.148 1.190 -1.581  -0.377
39 H 4.314 0.762 -6.106  0.177
40 H 6.258 1.841 -7.089  0.289
41 H 6.217 2.788 -1.939  0.569
42 H 3.619 0.430 -1.698  0.207
43 C -3.778 -2.590 4.547  -1.008
44 C -2.982 -1.558 3.903  0.728
45 C -2.371 -0.382 4.773  -0.800
46 O -2.782 -1.467 2.637  -0.724
47 H -3.131 -3.323 4.945  0.334
48 H -4.608 -3.015 4.036  0.173
49 H -4.247 -1.981 5.376  0.366
50 H -2.962 0.597 5.014  0.274
51 H -1.307 0.065 4.315  0.212
52 H -2.031 -1.138 5.633  0.314
53 C -6.649 -3.539 1.504  -0.655
54 C -6.291 -4.606 0.535  0.771
55 C -5.100 -4.340 -0.410  -0.969
56 O -6.679 -5.711 0.492  -0.510
57 H -5.990 -3.235 2.222  -0.170
58 H -7.730 -3.804 1.801  0.270
59 H -6.682 -2.691 0.913  0.378
60 H -4.045 -3.972 0.122  0.140
61 H -5.551 -3.667 -1.115  0.391
62 H -5.143 -5.198 -1.053  0.362

As for the SMILES: O=C1C=C(O)C(=O)C=C1O.O=C1C=C(O)C(=O)C=C1O.O=C1C=C(O)C(=O)C=C1O.CC(C)=O.CC(C)=O. The spin multiplicity is 1. The HOMO-LUMO gap is 6.89 eV. Its HOMO energy is -8.9381 eV. As for the charge: 0. The calculation puts the energy above the lowest of the compared OMol25 structures with the same formula, charge and spin at 81.66 kJ/mol.

Values of F_max, in order: 1.953, 2.785, 11.999, 3.999, 2.439, 9.609, all in eV/Å.